1.
Entry from the OMol25 dataset: a cluster of 9 separate species, C21H58NO11 in total (the ωB97M-V functional and the def2-TZVPD basis).

Output
LUMO level in eV: 2.2354
Largest force on an atom in eV/A: 2.36
Net charge: -1
Electronic energy in Eh: -1717.180431

Geometry (Å):
C1 0.93 1.36 -1.86
C2 -0.52 0.99 -2.16
O1 -1.22 1.95 -2.52
O2 -0.96 -0.17 -1.94
H1 1.63 0.74 -2.42
H2 1.10 1.22 -0.79
H3 1.16 2.35 -2.26
C3 -6.28 -0.81 -5.30
O3 -6.27 0.58 -4.95
H4 -5.85 -1.43 -4.50
H5 -7.30 -1.12 -5.51
H6 -5.69 -1.04 -6.19
H7 -5.44 0.76 -4.50
C4 0.84 -5.26 -0.54
O4 0.48 -4.24 0.39
H8 1.19 -4.82 -1.47
H9 1.54 -5.94 -0.06
H10 -0.08 -5.80 -0.76
H11 -0.04 -3.62 -0.13
C5 -0.19 6.39 -5.56
O5 -0.10 5.07 -6.06
H12 -0.01 7.12 -6.34
H13 -1.18 6.55 -5.14
H14 0.55 6.69 -4.82
H15 -0.28 4.41 -5.38
C6 -1.04 -1.56 -7.15
O6 -1.49 -2.43 -6.10
H16 -0.04 -1.17 -6.98
H17 -1.11 -2.03 -8.13
H18 -1.62 -0.64 -7.22
H19 -1.69 -1.98 -5.28
C7 -1.93 -4.73 7.15
O7 -0.77 -3.95 7.08
C8 0.16 -4.18 6.05
C9 1.16 -3.06 5.85
N1 2.14 -3.64 4.89
C10 3.31 -2.81 4.90
C11 3.17 -1.42 4.21
O8 2.71 -0.50 5.23
C12 2.38 0.77 4.69
H20 -2.60 -4.46 6.33
H21 -2.48 -4.50 8.05
H22 -1.70 -5.79 7.04
H23 -0.47 -4.47 5.21
H24 0.78 -5.03 6.37
H25 1.60 -2.68 6.76
H26 0.63 -2.23 5.38
H27 1.69 -3.56 3.98
H28 4.09 -3.38 4.38
H29 3.71 -2.68 5.90
H30 2.44 -1.43 3.40
H31 4.12 -1.00 3.89
H32 3.20 1.28 4.19
H33 1.99 1.46 5.45
H34 1.56 0.62 3.99
C13 -4.68 -1.02 2.79
C14 -5.64 -1.53 1.71
C15 -6.16 -0.42 0.78
O9 -4.87 -2.34 0.86
H35 -4.17 -1.85 3.29
H36 -5.12 -0.38 3.55
H37 -3.90 -0.43 2.31
H38 -6.44 -2.09 2.19
H39 -5.39 0.22 0.34
H40 -6.78 0.27 1.35
H41 -6.77 -0.85 -0.01
H42 -4.33 -1.71 0.38
C16 -2.82 8.48 0.84
C17 -3.06 7.12 0.21
C18 -4.13 7.13 -0.87
O10 -1.90 6.72 -0.55
H43 -2.07 8.39 1.62
H44 -3.71 8.98 1.22
H45 -2.37 9.14 0.09
H46 -3.31 6.34 0.93
H47 -4.29 6.13 -1.30
H48 -3.82 7.74 -1.72
H49 -5.07 7.49 -0.46
H50 -2.09 5.90 -1.00
C19 10.53 -1.42 -2.62
C20 9.24 -1.14 -1.82
C21 7.96 -1.51 -2.60
O11 9.29 -1.95 -0.71
H51 10.40 -2.38 -3.13
H52 11.44 -1.34 -2.03
H53 10.68 -0.63 -3.36
H54 9.15 -0.10 -1.50
H55 7.97 -2.57 -2.84
H56 7.87 -0.95 -3.53
H57 6.99 -1.32 -2.14
H58 9.47 -2.83 -1.05

---

2.
Entry from the OMol25 dataset: a cluster of 2 separate species, CH6NOP in total (the ωB97M-V functional and the def2-TZVPD basis).

Output
Relative energy (zero: lowest compared OMol25 entry of this formula, charge and spin) in eV: 4.388
LUMO level (alpha / beta) in eV: -0.2899 / -0.5063
Largest force on an atom in eV/A: 2.70
Electronic energy in Eh: -512.914596

Geometry (Å):
C1 0.70 0.22 -1.44
N1 -0.18 -0.47 -0.53
O1 -0.89 -0.56 2.59
P1 -1.22 0.76 1.73
H1 1.34 0.73 -0.70
H2 1.35 -0.48 -1.93
H3 0.33 0.89 -2.35
H4 -1.05 -0.86 -1.00
H5 -0.45 -1.23 2.09
H6 0.07 1.00 1.53

---

3.
Entry from the OMol25 dataset: a structure of composition C14H21Cl3I2N3O2 (the ωB97M-V functional and the def2-TZVPD basis).

Output
Relative energy (zero: lowest compared OMol25 entry of this formula, charge and spin) in eV: 0.000
LUMO level in eV: -3.6714
Largest force on an atom in eV/A: 0.58
Net charge: +1
Electronic energy in Eh: -2836.466856

Geometry (Å):
C1 -1.11 1.49 2.63
C2 0.30 1.36 3.15
I1 0.61 2.36 4.94
C3 1.27 0.70 2.52
I2 3.27 0.60 3.12
C4 1.02 -0.04 1.28
N1 0.39 -1.19 1.10
C5 -0.17 -2.07 2.13
Cl1 1.16 -3.14 2.65
C6 -1.41 -2.79 1.60
C7 -2.64 -1.90 1.71
Cl2 -1.72 -4.28 2.53
N2 0.44 -1.61 -0.19
C8 1.12 -0.70 -0.83
C9 1.44 -0.73 -2.28
C10 0.22 -1.17 -3.12
C11 0.15 -2.68 -3.33
Cl3 0.29 -0.31 -4.69
N3 1.49 0.27 0.06
O1 2.22 1.39 -0.12
C12 1.64 2.39 -1.02
C13 0.14 2.57 -0.93
C14 -0.41 3.21 -2.21
O2 -0.07 3.37 0.23
H1 -1.17 1.27 1.56
H2 -1.49 2.49 2.81
H3 -1.77 0.80 3.17
H4 -0.40 -1.45 3.00
H5 -1.24 -3.11 0.58
H6 -3.50 -2.41 1.27
H7 -2.88 -1.72 2.76
H8 -2.49 -0.94 1.20
H9 2.26 -1.44 -2.44
H10 1.78 0.24 -2.61
H11 -0.69 -0.82 -2.64
H12 0.58 -3.21 -2.48
H13 0.68 -2.96 -4.24
H14 -0.89 -3.00 -3.46
H15 2.11 3.31 -0.66
H16 1.99 2.21 -2.04
H17 -0.36 1.60 -0.78
H18 -1.04 2.51 -2.77
H19 0.38 3.53 -2.89
H20 -0.99 4.10 -1.96
H21 -1.02 3.45 0.40

---

4.
Entry from the OMol25 dataset: an isolated molecule of C2H7N3O (the ωB97M-V functional and the def2-TZVPD basis).

Output
Relative energy (zero: lowest compared OMol25 entry of this formula, charge and spin) in eV: 6.840
LUMO level in eV: 0.9023
Largest force on an atom in eV/A: 7.42
Electronic energy in Eh: -319.698406

Geometry (Å):
C1 0.64 -1.36 -1.98
C2 -0.32 -0.41 0.39
H1 1.07 -1.07 -3.09
H2 1.33 -1.71 -1.28
H3 -0.28 -1.93 -2.33
H4 -0.89 -1.41 0.08
H5 -0.02 -0.49 2.42
H6 -1.28 1.39 2.48
H7 0.16 1.92 2.15
N1 0.37 0.51 -0.24
N2 -0.39 0.04 1.64
N3 -0.63 1.39 1.86
O1 0.32 0.05 -1.72

---

> The lowest largest force on an atom belongs to which entry?

C14H21Cl3I2N3O2